No. 1
Below is 5 unconnected molecules or ions with the total composition C26H54B2Cl8N2O5 at a distorted geometry, with properties calculated with the ωB97M-V functional and the def2-TZVPD basis.

```
97
Properties=species:S:1:pos:R:3:forces:R:3:mulliken_charge:R:1
C 6.007 0.342 1.725 -0.06 -0.30 -0.61 -1.11
C 5.811 0.629 0.235 -0.45 0.47 0.59 -0.41
C 4.919 1.856 0.008 0.23 -0.78 0.22 -1.17
C 3.451 1.532 0.316 0.26 0.76 -1.04 0.86
C 2.725 1.055 -0.953 0.40 0.24 0.51 -1.25
C 1.218 1.345 -1.042 0.28 -0.82 0.16 -1.23
C 0.185 0.279 -0.525 -1.64 0.42 0.65 1.13
B -1.092 0.760 -1.347 -0.48 -0.68 -0.38 1.74
O -1.273 0.390 -2.677 0.84 0.91 0.06 -0.71
O -2.033 1.628 -0.803 0.79 0.62 0.33 -0.72
C 0.670 -1.143 -0.733 1.00 -0.71 -1.28 -2.10
B -0.303 -2.354 -1.094 -0.25 -0.66 0.90 -0.06
O -1.276 -2.321 -2.073 -0.16 0.91 0.48 -0.43
C -0.104 -3.731 -0.324 -0.05 0.10 -0.74 0.29
C 1.217 -4.370 -0.824 0.10 0.59 0.81 -1.31
N 1.468 -1.445 0.474 -0.75 0.85 -0.30 0.59
C 1.051 -0.622 1.503 -0.13 -0.56 -0.24 -1.67
O 1.552 -0.669 2.595 0.29 0.15 1.01 -0.65
C -0.134 0.236 1.026 0.68 1.02 -0.30 3.69
C -1.491 -0.401 1.358 0.19 -0.68 0.05 -1.21
C -1.586 -1.064 2.738 -0.76 0.11 -0.07 -0.01
C -2.195 -0.212 3.840 0.04 -0.44 0.17 -0.98
O -3.415 0.397 3.443 0.31 0.09 -0.05 -0.44
C -3.549 1.707 3.944 0.10 0.11 -0.17 -0.47
C -0.172 1.654 1.665 0.93 -0.27 0.91 -1.29
N 1.053 2.059 2.384 -0.41 0.76 -0.33 -0.06
C 0.890 2.091 3.834 0.50 -0.10 -0.25 -1.04
H 6.641 -0.534 1.820 0.26 -0.01 0.29 0.36
H 6.449 1.204 2.207 0.21 0.10 0.29 0.32
H 5.068 0.101 2.212 -0.19 0.09 0.14 0.24
H 6.780 0.789 -0.219 0.22 -0.17 -0.28 0.39
H 5.314 -0.234 -0.202 0.18 -0.21 -0.39 0.24
H 5.030 2.197 -1.018 -0.09 0.10 -0.22 0.40
H 5.278 2.669 0.635 0.04 0.13 0.21 0.41
H 3.386 0.828 1.130 -0.27 -0.02 0.37 -0.32
H 2.996 2.471 0.591 -0.37 0.13 0.48 0.07
H 3.196 1.612 -1.756 -0.05 0.06 -0.36 0.80
H 3.003 0.018 -1.121 -0.29 -0.23 -0.28 0.11
H 1.003 1.461 -2.105 0.05 -0.05 -0.22 0.35
H 1.047 2.329 -0.618 -0.16 0.17 0.29 0.28
H -0.885 1.107 -3.210 -0.45 -0.55 -0.40 0.04
H -1.965 2.500 -1.220 -0.58 -0.30 -0.04 0.29
H 1.374 -1.153 -1.580 -0.08 0.05 -0.17 0.41
H -2.130 -2.486 -1.645 0.16 -0.49 -0.54 0.35
H -0.895 -4.409 -0.633 -0.36 -0.04 0.17 0.43
H -0.112 -3.622 0.755 0.09 -0.11 0.16 -0.34
H 2.021 -4.079 -0.156 0.25 0.06 0.10 0.30
H 1.495 -3.993 -1.801 0.03 -0.27 -0.43 0.29
H 1.181 -5.451 -0.807 -0.07 -0.20 -0.25 0.39
H 2.464 -1.551 0.367 0.05 -0.25 0.23 0.44
H -2.272 0.344 1.307 -0.10 0.34 -0.15 0.88
H -1.795 -1.149 0.622 0.27 -0.15 -0.22 0.21
H -2.245 -1.918 2.630 -0.13 -0.27 -0.03 0.73
H -0.651 -1.461 3.113 0.24 0.03 -0.10 -0.86
H -2.412 -0.886 4.672 0.01 -0.03 0.21 0.52
H -1.476 0.509 4.219 0.03 0.39 -0.10 0.29
H -3.156 1.798 4.954 -0.03 -0.06 0.26 0.25
H -3.027 2.439 3.322 0.14 0.01 -0.12 0.22
H -4.593 1.977 3.953 -0.33 -0.05 -0.02 0.17
H -1.001 1.723 2.363 -0.33 -0.14 0.05 -0.39
H -0.376 2.395 0.910 -0.14 0.03 -0.40 0.42
H 1.226 3.018 2.105 0.24 -0.06 -0.06 0.38
H 1.801 2.493 4.271 0.12 0.08 0.07 0.38
H 0.059 2.719 4.169 -0.23 -0.13 0.06 0.30
H 0.806 1.072 4.189 -0.24 -0.17 0.17 0.22
Cl 0.251 1.668 -5.270 0.21 0.12 0.01 -0.16
C -0.258 1.326 -6.949 -0.17 0.04 -0.08 -0.55
C -1.251 0.196 -7.020 -0.12 -0.01 -0.05 -0.42
Cl -0.509 -1.366 -6.596 0.02 0.00 0.01 -0.19
H 0.632 1.109 -7.528 0.08 -0.03 0.12 0.25
H -0.705 2.241 -7.336 -0.04 -0.01 0.04 0.36
H -1.626 0.106 -8.039 0.08 0.01 -0.03 0.31
H -2.094 0.362 -6.353 0.06 -0.04 0.08 0.36
Cl -7.822 4.719 4.061 0.02 -0.01 -0.02 -0.18
C -7.904 3.505 5.363 -0.09 -0.07 0.02 -0.48
C -7.014 3.859 6.526 -0.05 -0.01 0.12 -0.47
Cl -5.285 3.744 6.107 -0.02 0.09 0.07 -0.14
H -7.639 2.540 4.939 0.06 0.03 -0.03 0.32
H -8.940 3.464 5.694 0.01 0.04 0.03 0.34
H -7.188 3.164 7.346 0.00 -0.05 -0.04 0.28
H -7.206 4.867 6.883 0.03 0.03 -0.07 0.35
Cl 0.150 -4.765 6.703 -0.02 -0.03 0.01 -0.21
C 1.322 -4.629 5.366 0.10 -0.02 -0.02 -0.55
C 0.873 -3.653 4.310 0.11 0.10 -0.06 -0.25
Cl -0.549 -4.244 3.409 0.01 -0.19 0.11 -0.20
H 1.474 -5.622 4.951 -0.08 -0.01 0.00 0.36
H 2.261 -4.289 5.800 -0.02 0.06 0.00 0.37
H 1.668 -3.502 3.582 -0.01 0.01 0.00 0.23
H 0.619 -2.687 4.741 -0.04 -0.02 0.00 0.28
Cl -1.108 -2.223 -10.434 -0.03 0.03 0.00 -0.16
C 0.219 -1.579 -11.433 0.01 -0.06 -0.08 -0.45
C 1.113 -0.650 -10.653 0.16 -0.10 0.00 -0.44
Cl 0.280 0.866 -10.218 0.00 0.05 -0.12 -0.19
H -0.220 -1.079 -12.293 -0.04 0.03 0.04 0.31
H 0.796 -2.431 -11.786 0.03 0.00 0.05 0.30
H 1.977 -0.376 -11.256 -0.05 0.03 -0.05 0.37
H 1.466 -1.114 -9.735 -0.10 0.01 0.04 0.29
```
Forces are in eV/Å.

Output
HOMO in eV: -8.528
Max |F| in hartree/bohr: 0.0353
Relative energy (zero: lowest compared OMol25 entry of this formula, charge and spin) in kJ/mol: 53.3
Multiplicity: 1
Energy in a.u.: -5240.12985
Charge: 0
Gap between HOMO and LUMO in eV: 8.8836

=====

No. 2
Below is 9 unconnected molecules or ions with the total composition C26H54N2O25S3 at a distorted geometry, with properties calculated with the ωB97M-V functional and the def2-TZVPD basis.

```
110
Properties=species:S:1:pos:R:3:forces:R:3:mulliken_charge:R:1
C 0.934 -1.609 -0.508 1.47 3.13 -2.03 -1.57
N 1.036 -0.127 0.032 2.40 -1.30 -0.89 0.76
C -0.130 0.582 -0.460 -2.12 2.72 -3.16 0.04
C 1.135 -0.101 1.547 -0.89 4.26 -2.39 -2.09
C 2.384 0.376 -0.596 -0.13 0.45 0.06 -0.25
C 3.625 -0.244 0.156 -0.07 -0.44 -3.02 -0.34
O 4.728 -0.094 -0.719 0.64 -2.90 -2.00 -0.66
H 0.147 -1.882 0.028 -4.56 -1.75 0.92 1.40
H 1.627 -2.090 0.048 3.02 -1.66 0.96 0.84
H 1.055 -1.784 -1.642 -0.50 0.77 2.05 -0.57
H -0.010 1.690 -0.435 0.59 -0.68 0.30 0.38
H -1.248 0.548 -0.112 2.48 -1.35 0.19 -0.34
H -0.138 0.368 -1.586 -0.25 0.22 1.53 -0.19
H 0.172 -0.395 1.777 -2.69 0.85 1.14 0.79
H 1.536 0.906 1.917 -1.06 -1.53 -0.53 0.34
H 1.527 -0.898 1.976 3.48 -3.61 1.25 0.89
H 2.546 1.434 -0.415 -0.86 0.42 0.06 0.46
H 2.331 0.274 -1.746 0.32 -0.55 1.98 0.21
H 3.418 -1.273 0.365 0.10 -0.73 0.39 0.07
H 3.974 0.273 1.013 -0.63 0.70 1.17 0.36
H 4.886 -0.977 -1.347 -0.55 2.85 1.94 0.36
N 4.029 -2.488 -2.789 -3.79 6.26 3.60 0.63
O 3.370 -3.045 -1.827 0.66 -1.52 -2.08 -0.35
O 5.185 -2.138 -2.557 1.89 -1.65 -0.89 -0.71
O 3.332 -1.621 -3.512 0.71 -3.08 -0.51 -0.50
O -3.041 -2.631 -3.913 -0.39 -0.67 -1.35 -0.69
S -2.728 -1.642 -2.959 2.85 0.21 1.39 1.23
O -2.353 -2.032 -1.644 -0.52 0.33 0.65 -0.43
O -1.359 -0.835 -3.428 -1.97 -0.35 1.21 0.02
C -0.932 -0.890 -4.760 -1.32 5.36 -1.76 -0.43
C 0.264 0.014 -4.884 4.43 0.01 -0.45 -0.84
C -4.071 -0.539 -2.868 1.32 0.29 -2.65 -1.47
H -1.653 -0.289 -5.449 0.35 -1.76 0.96 0.20
H -0.748 -1.837 -5.061 0.35 -2.98 -1.05 0.47
H 1.206 -0.445 -4.175 -2.52 1.76 -1.84 0.05
H 0.057 1.119 -4.803 0.00 -1.22 1.06 0.22
H 0.732 0.095 -5.972 -1.08 -1.08 1.95 0.36
H -4.593 -0.682 -3.777 -0.59 0.03 -1.03 0.47
H -3.876 0.473 -2.737 1.04 1.76 0.16 0.33
H -4.681 -0.796 -2.117 -1.99 -1.47 2.94 0.50
O 1.454 -3.231 2.713 -0.48 -1.47 1.16 -0.54
S 1.159 -4.587 3.191 -0.69 -0.82 -4.77 1.33
O -0.031 -5.307 2.728 0.81 1.83 1.79 -0.67
O 2.274 -5.594 2.450 -0.37 1.41 2.97 -0.36
C 2.891 -4.957 1.326 8.66 -2.54 5.36 1.37
C 3.740 -6.074 0.710 2.59 5.34 2.76 -1.95
C 1.320 -4.709 4.898 -4.43 -5.63 -0.67 -1.24
H 3.453 -3.978 1.625 -0.27 -2.04 -0.24 0.11
H 2.194 -4.619 0.854 -7.78 3.34 -6.53 -0.73
H 3.273 -6.869 0.447 -3.71 -5.40 -0.86 0.64
H 4.603 -6.297 1.337 -0.21 -0.11 0.17 0.34
H 4.123 -5.783 -0.199 1.16 1.39 -2.14 0.54
H 0.886 -5.864 5.162 1.30 3.60 -0.43 0.23
H 1.016 -3.942 5.532 -3.03 1.69 0.25 0.41
H 2.183 -4.519 5.299 6.47 -0.41 0.99 0.54
O -3.259 1.761 0.383 -0.32 -1.33 -1.01 -0.64
S -2.845 2.398 1.568 4.55 5.26 1.66 1.40
O -1.454 2.312 2.122 -3.77 -1.10 -1.30 -0.48
O -2.955 4.106 1.303 -2.23 -3.40 0.65 -0.36
C -2.199 4.763 0.300 -1.79 2.71 3.28 -0.76
C -2.801 6.270 0.387 1.23 -0.72 -3.03 -1.04
C -4.077 2.327 2.797 -1.16 -3.73 -1.36 -1.10
H -2.099 4.431 -0.632 -1.66 -1.92 -4.39 0.86
H -1.230 4.461 0.557 2.30 1.60 1.09 0.45
H -2.383 6.808 -0.610 -0.10 -0.46 2.99 0.20
H -2.660 6.578 1.413 0.83 0.97 -0.17 0.22
H -3.889 6.495 0.213 0.63 -1.58 0.08 0.31
H -4.096 1.324 3.283 0.34 -0.05 -1.08 0.22
H -5.075 2.465 2.408 0.01 0.47 -0.32 0.40
H -3.869 2.815 3.641 1.02 3.06 2.71 0.44
C -3.427 -1.891 2.670 0.63 -3.64 -2.36 -0.20
C -2.272 -3.112 2.532 -3.29 2.87 2.17 -0.31
O -1.310 -2.595 3.444 1.65 -3.09 -1.49 -0.08
C -1.599 -1.499 3.994 0.17 3.26 3.93 0.60
O -0.958 -0.933 4.882 -1.13 -1.11 -2.22 -0.66
O -2.826 -1.048 3.632 -1.13 0.99 -1.29 -0.38
H -4.380 -2.366 2.971 0.64 0.45 0.95 0.37
H -3.719 -1.702 1.584 1.08 1.76 1.30 0.16
H -1.887 -3.319 1.582 0.69 -0.21 -1.29 0.22
H -2.851 -3.886 2.982 0.65 -1.32 0.18 0.35
C -0.167 5.829 4.884 1.13 3.36 -2.50 -0.54
C -0.958 6.057 3.604 -3.65 -3.65 3.43 -0.42
O -0.524 4.968 2.771 -1.33 1.73 -0.87 0.02
C 0.548 4.399 3.316 1.09 -2.02 -3.19 0.57
O 1.276 3.607 2.747 -1.20 1.12 0.96 -0.57
O 0.667 4.825 4.508 4.57 -0.64 3.10 -0.42
H -0.725 5.375 5.514 -4.26 -2.56 4.57 0.37
H 0.188 6.724 5.457 0.79 -0.66 -1.17 0.31
H -0.832 6.993 3.260 0.39 2.91 -2.11 0.41
H -2.116 5.905 4.041 2.69 0.43 -2.12 0.20
C 1.162 6.691 -2.666 -0.84 0.35 -0.23 -0.39
C 1.498 6.011 -4.080 0.87 3.00 0.84 -0.32
O 0.958 4.701 -3.979 1.41 1.02 -3.23 -0.26
C 0.374 4.536 -2.887 -4.63 -2.14 6.42 0.46
O -0.189 3.512 -2.470 1.76 2.63 -1.46 -0.33
O 0.294 5.721 -2.066 0.90 -1.66 -1.79 -0.21
H 0.555 7.663 -2.711 1.24 -1.29 -0.13 0.24
H 2.095 6.794 -2.047 -0.97 0.11 -0.58 0.24
H 2.596 5.906 -3.993 -0.57 0.07 -1.17 0.29
H 1.112 6.712 -4.944 0.75 -2.16 1.40 0.29
C 1.124 -5.402 -2.819 3.51 -0.63 1.47 -0.33
C 0.361 -4.348 -3.435 2.35 4.44 2.73 -0.07
O -0.685 -4.075 -2.493 -0.67 1.04 -0.30 -0.03
C -0.512 -4.752 -1.394 1.18 -1.45 3.55 0.38
O -1.067 -4.677 -0.303 0.54 0.18 -2.76 -0.58
O 0.573 -5.622 -1.554 -1.59 0.85 1.09 -0.35
H 2.193 -5.084 -2.691 -0.86 -0.34 0.00 0.07
H 1.124 -6.318 -3.310 -0.13 -1.63 -1.22 0.31
H -0.109 -4.630 -4.248 -2.02 -0.98 -4.47 0.64
H 1.093 -3.422 -3.550 -1.97 -1.43 -0.02 -0.15
```
Forces are in eV/Å.

Output
HOMO in eV: -8.138
Max |F| in hartree/bohr: 0.2079
Relative energy (zero: lowest compared OMol25 entry of this formula, charge and spin) in kJ/mol: 302.1
Multiplicity: 1
Energy in a.u.: -4207.43976
Charge: 0
Gap between HOMO and LUMO in eV: 8.2184